Entry 1:
Molecular formula: C21H33GeNO3SV
Method: DFT, wB97M-V/def2-TZVPD

Positions of all 61 atoms, in Å:
V 0.583 1.212 -1.999
C -1.603 4.058 -1.357
C -0.602 3.584 -0.327
C 0.463 4.609 -0.012
C -1.240 2.974 0.900
O 0.152 2.440 -1.003
Ge -1.728 -1.765 4.222
O -0.900 -2.867 5.129
C -0.479 -3.905 6.196
C 0.275 -3.113 7.236
C -1.770 -4.499 6.709
C 0.384 -4.894 5.450
O -0.415 -0.093 -1.938
C -1.627 -0.991 -1.994
C -1.194 -2.272 -1.315
C -1.912 -1.172 -3.470
C -2.732 -0.260 -1.262
H -2.204 4.854 -0.914
H -1.103 4.465 -2.235
H -2.279 3.255 -1.652
H -0.021 5.483 0.427
H 1.187 4.227 0.707
H 0.978 4.932 -0.915
H -1.750 3.766 1.450
H -1.978 2.220 0.627
H -0.485 2.542 1.556
H -0.351 -2.338 7.678
H 0.574 -3.794 8.034
H 1.177 -2.667 6.820
H -2.395 -3.744 7.186
H -2.325 -4.995 5.912
H -1.526 -5.250 7.461
H 1.275 -4.416 5.045
H 0.705 -5.664 6.152
H -0.171 -5.382 4.650
H -0.381 -2.753 -1.857
H -0.883 -2.083 -0.288
H -2.041 -2.959 -1.300
H -1.035 -1.548 -3.997
H -2.711 -1.906 -3.582
H -2.243 -0.240 -3.929
H -2.573 -0.270 -0.184
H -2.812 0.771 -1.607
H -3.681 -0.752 -1.477
S 1.734 1.822 -5.882
C 0.116 2.357 -5.963
C -0.520 2.327 -4.759
C 0.347 1.864 -3.747
C 1.635 1.537 -4.200
C 2.791 1.075 -3.404
C 4.070 0.903 -3.899
C 5.077 0.519 -3.026
C 4.796 0.319 -1.676
C 3.505 0.492 -1.237
N 2.530 0.851 -2.090
H -0.291 2.668 -6.915
H -1.547 2.620 -4.608
H 4.283 1.078 -4.945
H 6.085 0.384 -3.395
H 5.570 0.036 -0.978
H 3.220 0.349 -0.204

Cartesian forces (eV/Å) of the 6 atoms listed first:
V 0.2 0.2 -0.4
C 0.0 0.0 0.0
C 0.0 0.0 0.0
C 0.0 0.0 0.0
C 0.0 0.0 0.0
O -0.1 0.1 0.1

DFT total energy: -122958.2132 eV
Net charge: +3
Relative energy (zero: lowest compared OMol25 entry of this formula, charge and spin): 0.00 kcal/mol
HOMO energy: -17.20 eV

Entry 2:
Molecular formula: C48H50CdN3Sb2
Method: DFT, wB97M-V/def2-TZVPD

Positions of all 104 atoms, in Å:
Cd -1.486 -1.085 -0.255
C -2.988 1.905 -1.197
C -3.477 0.758 -0.632
C -3.145 -0.376 -1.517
C -2.468 0.234 -2.675
C -2.386 1.583 -2.471
C -1.793 2.592 -3.404
C -2.102 -0.521 -3.917
C -4.168 -1.474 -1.743
C -4.293 0.653 0.622
C -3.056 3.284 -0.618
H -2.559 3.273 -3.783
H -1.324 2.116 -4.264
H -1.043 3.218 -2.911
H -2.812 -0.324 -4.725
H -2.105 -1.596 -3.743
H -1.113 -0.251 -4.295
H -5.014 -1.084 -2.318
H -4.569 -1.858 -0.802
H -3.756 -2.320 -2.296
H -5.353 0.838 0.426
H -3.979 1.383 1.372
H -4.226 -0.339 1.077
H -3.947 3.824 -0.950
H -2.190 3.883 -0.911
H -3.084 3.259 0.473
C 1.319 3.956 0.241
C 0.843 3.070 -0.713
C 0.163 1.929 -0.316
C -0.024 1.684 1.040
C 0.453 2.569 2.006
C 1.120 3.707 1.597
N -0.672 0.465 1.375
N -0.978 0.294 2.570
C -1.592 -0.953 2.884
C -1.793 -1.221 4.228
C -2.401 -2.416 4.571
C -2.794 -3.284 3.563
C -2.542 -2.935 2.248
N -1.949 -1.791 1.914
H 1.853 4.845 -0.069
H 1.004 3.267 -1.764
H -0.249 1.251 -1.056
H 0.311 2.352 3.054
H 1.496 4.402 2.335
H -1.474 -0.496 4.964
H -2.570 -2.666 5.610
H -3.281 -4.223 3.785
H -2.824 -3.590 1.432
C 1.225 -1.963 -2.469
C 2.091 -0.998 -1.650
C 3.020 -1.585 -0.566
Sb 2.914 -0.634 1.400
C 4.974 -0.991 1.800
C 5.469 -2.276 2.026
C 6.829 -2.486 2.194
C 7.712 -1.414 2.137
C 7.232 -0.134 1.911
C 5.867 0.076 1.744
C 2.211 -2.150 2.755
C 2.814 -2.227 4.012
C 2.378 -3.139 4.962
C 1.327 -4.002 4.673
C 0.705 -3.924 3.437
C 1.136 -2.993 2.498
Sb 0.033 -3.389 -1.391
C 1.537 -4.882 -1.216
C 1.914 -5.454 -0.008
C 2.934 -6.397 0.026
C 3.572 -6.778 -1.145
C 3.183 -6.222 -2.357
C 2.166 -5.279 -2.393
C -1.073 -4.174 -3.019
C -2.120 -5.059 -2.781
C -2.841 -5.599 -3.836
C -2.518 -5.257 -5.142
C -1.473 -4.379 -5.390
C -0.752 -3.840 -4.334
H 1.855 -2.547 -3.144
H 0.535 -1.385 -3.088
H 1.455 -0.213 -1.228
H 2.714 -0.472 -2.378
H 4.045 -1.278 -0.786
H 3.054 -2.675 -0.554
H 4.788 -3.118 2.076
H 7.203 -3.487 2.371
H 8.773 -1.579 2.270
H 7.918 0.702 1.869
H 5.504 1.084 1.575
H 3.652 -1.583 4.255
H 2.869 -3.185 5.925
H 1.002 -4.730 5.405
H -0.113 -4.592 3.195
H 0.625 -2.939 1.540
H 1.438 -5.169 0.917
H 3.226 -6.834 0.972
H 4.365 -7.512 -1.116
H 3.668 -6.524 -3.276
H 1.864 -4.868 -3.350
H -2.386 -5.337 -1.766
H -3.653 -6.285 -3.639
H -3.079 -5.678 -5.966
H -1.217 -4.111 -6.407
H 0.055 -3.151 -4.550

Cartesian forces (eV/Å) of the 6 atoms listed first:
Cd -0.1 -0.1 0.1
C -0.1 0.0 0.0
C 0.0 0.0 0.0
C 0.0 0.1 0.0
C 0.0 0.0 0.0
C 0.1 -0.1 0.0

DFT total energy: -72689.4793 eV
Net charge: +1
Relative energy (zero: lowest compared OMol25 entry of this formula, charge and spin): 21.64 kcal/mol
HOMO energy: -9.54 eV

Entry 3:
Molecular formula: C7H29NO8P
Method: DFT, wB97M-V/def2-TZVPD

Positions of all 46 atoms, in Å:
C -2.465 1.273 -2.952
C -1.812 1.472 -1.586
O -1.152 2.398 -1.319
N -2.039 0.389 -0.627
C -1.910 0.831 0.794
P -1.136 -0.990 -1.008
C -0.150 -1.666 0.361
C 1.245 -0.987 0.602
C 1.497 0.326 -0.185
C 3.006 0.688 -0.034
O 3.211 1.579 1.073
H -3.048 2.157 -3.221
H -3.081 0.366 -2.927
H -1.684 1.120 -3.709
H -0.884 0.836 1.191
H -2.580 0.229 1.422
H -2.295 1.855 0.842
H -2.069 -1.996 -1.353
H -0.408 -0.744 -2.187
H 0.035 -2.719 0.108
H -0.777 -1.661 1.260
H 2.031 -1.686 0.312
H 1.308 -0.752 1.671
H 1.332 0.241 -1.269
H 0.971 1.191 0.241
H 3.415 1.161 -0.938
H 3.595 -0.217 0.175
H 2.669 1.268 1.814
O 3.653 2.698 -2.692
H 3.875 3.246 -1.929
H 3.014 3.228 -3.183
O 0.016 0.849 3.076
H 0.326 1.726 3.335
H -0.766 0.705 3.627
O -2.168 0.787 -6.144
H -2.451 -0.080 -6.457
H -2.640 1.406 -6.712
O -1.569 -3.890 1.844
H -2.258 -4.491 2.153
H -0.846 -4.478 1.593
O 3.938 -2.275 1.635
H 4.277 -1.417 1.917
H 3.159 -2.416 2.185
O -1.929 -0.432 5.404
H -2.205 0.166 6.108
H -2.251 -1.295 5.687

Cartesian forces (eV/Å) of the 6 atoms listed first:
C 0.4 -0.9 0.5
C -1.3 -1.5 -1.8
O 1.1 2.0 1.0
N 1.2 -0.4 0.3
C -0.3 0.3 0.2
P -1.1 -0.2 0.5

DFT total energy: -34881.2173 eV
Net charge: +1
HOMO energy: -12.68 eV

Entry 4:
Molecular formula: C5H8N2
Method: DFT, wB97M-V/def2-TZVPD

Positions of all 15 atoms, in Å:
C 2.064 -1.074 0.084
N 1.255 0.596 -0.182
C 0.624 1.788 -0.320
C -0.746 1.549 -0.189
C -0.881 0.176 0.044
C -2.021 -0.760 0.205
N 0.328 -0.346 0.034
H 3.029 -0.689 -0.207
H 1.704 -1.870 -0.562
H 1.958 -1.321 1.134
H 1.151 2.721 -0.493
H -1.571 2.241 -0.264
H -2.240 -1.220 -0.765
H -2.894 -0.228 0.575
H -1.758 -1.564 0.906

Cartesian forces (eV/Å) of the 6 atoms listed first:
C 0.7 -0.4 0.0
N -0.2 0.2 0.0
C 0.0 -0.1 0.0
C -0.1 0.0 0.0
C -0.1 0.0 0.0
C -0.3 0.1 0.0

DFT total energy: -8290.6077 eV
Relative energy (zero: lowest compared OMol25 entry of this formula, charge and spin): 101.20 kcal/mol
HOMO energy: -8.63 eV

Entry 5:
Molecular formula: CH4N2O4
Method: DFT, wB97M-V/def2-TZVPD

Positions of all 11 atoms, in Å:
C 0.206 -0.821 -0.269
N -1.378 0.281 0.165
N 1.277 0.343 -0.370
O 1.715 0.633 1.005
O 0.688 1.511 -0.975
O 0.335 -1.404 0.845
O 0.080 -1.320 -1.393
H -1.644 -0.376 0.884
H -2.122 0.139 -0.498
H 1.121 -0.198 1.198
H -0.280 1.213 -0.593

Cartesian forces (eV/Å) of the 6 atoms listed first:
C 1.4 0.7 -1.1
N -0.5 0.8 0.1
N 1.4 0.9 -1.2
O -1.5 -0.7 -1.0
O -2.1 -1.8 1.9
O 0.2 -0.8 1.5

DFT total energy: -12265.8885 eV
Net charge: -2
Relative energy (zero: lowest compared OMol25 entry of this formula, charge and spin): 47.12 kcal/mol
HOMO energy: 1.27 eV

Table of max |F| (eV/Å), in record order: 0.497 0.609 2.666 0.768 3.317